Below is a 8-piece molecular cluster, C32H64O8 overall, with properties calculated with ωB97M-V/def2-TZVPD.

The value obtained for the HOMO-LUMO gap is 9.606 eV. As for the multiplicity: 1. As for the energy above the lowest of the compared OMol25 structures with the same formula, charge and spin: 3.478 eV. As for the structure (SMILES): C1CCOC1.C1CCOC1.C1CCOC1.C1CCOC1.C1CCOC1.C1CCOC1.C1CCOC1.C1CCOC1. The value obtained for the total energy is -1859.3204 a.u.

Last column: Mulliken charge in e.
Geometry (Å):
C  8.81691  -2.16742  4.41786  -0.63
C  8.88333  -0.94114  3.49705  -0.51
C  10.26177  -0.85844  3.00150  -0.33
O  11.01461  -1.66931  3.95902  -0.42
C  10.19766  -2.29884  4.96127  -0.35
H  8.62470  -3.08824  3.86717  0.25
H  7.93808  -2.20402  5.06161  0.39
H  8.69249  -0.07870  4.13571  0.24
H  8.16079  -0.96085  2.68117  0.33
H  10.61860  0.16709  3.09679  0.22
H  10.30801  -1.27566  1.99558  0.28
H  10.27798  -1.70850  5.87404  0.25
H  10.44763  -3.34341  5.14696  0.28
C  -5.99988  5.50058  -0.16853  -0.59
C  -6.79035  5.37687  -1.44817  -0.50
C  -7.41153  4.06719  -1.19424  -0.46
O  -6.30110  3.27106  -0.72099  -0.40
C  -5.60927  4.10182  0.18252  -0.33
H  -6.68499  5.87229  0.59341  0.26
H  -5.20788  6.23169  -0.33072  0.32
H  -6.14144  5.37334  -2.32395  0.25
H  -7.50314  6.16827  -1.67993  0.32
H  -7.90345  3.61188  -2.05379  0.32
H  -8.17734  4.12241  -0.42057  0.26
H  -4.54066  3.90176  0.26091  0.33
H  -5.82821  3.97510  1.24276  0.22
C  -6.81857  -3.99983  -0.17444  -0.43
C  -6.98355  -5.02693  0.91932  -0.61
C  -7.29475  -4.20653  2.19433  -0.39
O  -6.90329  -2.86237  1.93669  -0.41
C  -6.42645  -2.73742  0.56628  -0.38
H  -7.72719  -3.64334  -0.65964  0.26
H  -5.97858  -4.17291  -0.84719  0.30
H  -6.08276  -5.59705  1.14656  0.22
H  -7.71320  -5.82273  0.76965  0.35
H  -6.82652  -4.60981  3.09223  0.30
H  -8.37259  -4.36295  2.23813  0.24
H  -5.35105  -2.56268  0.53344  0.26
H  -6.90339  -1.99400  -0.07242  0.28
C  -2.57770  2.21182  -5.70052  -0.41
C  -2.88665  0.85807  -5.08371  -0.53
C  -1.69633  -0.00365  -5.61048  -0.35
O  -1.31227  0.65412  -6.88335  -0.41
C  -2.19465  1.80251  -7.08901  -0.44
H  -1.73849  2.68178  -5.18772  0.22
H  -3.38507  2.94320  -5.66387  0.33
H  -3.84583  0.40804  -5.33972  0.28
H  -2.87493  0.93821  -3.99672  0.30
H  -1.86236  -1.04875  -5.87183  0.26
H  -0.85174  0.05696  -4.92412  0.22
H  -2.93953  1.51342  -7.83041  0.26
H  -1.65289  2.57766  -7.63102  0.28
C  1.20898  -0.10278  2.40550  -0.47
C  0.13882  -0.72542  1.64840  -0.57
C  0.12034  -2.14463  2.12323  -0.35
O  1.32276  -2.36021  2.89769  -0.42
C  2.19343  -1.25608  2.85143  -0.34
H  0.70863  0.25065  3.30708  0.20
H  1.62321  0.73043  1.83781  0.35
H  0.46352  -0.73869  0.60797  0.19
H  -0.80663  -0.18617  1.58989  0.39
H  0.20659  -2.68890  1.18279  0.22
H  -0.70198  -2.34921  2.80883  0.30
H  3.03877  -1.53206  2.22108  0.26
H  2.53709  -1.04087  3.86321  0.22
C  -3.37102  2.69356  6.38174  -0.49
C  -2.33484  3.78698  6.35495  -0.39
C  -3.09336  5.09839  6.39797  -0.50
O  -4.39639  4.80009  6.06716  -0.38
C  -4.66855  3.52655  6.68003  -0.47
H  -3.21009  1.92841  7.14116  0.28
H  -3.47780  2.20387  5.41381  0.25
H  -1.81917  3.77352  5.39474  0.17
H  -1.56863  3.73618  7.12855  0.34
H  -2.65951  5.77603  5.66267  0.31
H  -3.01794  5.48363  7.41483  0.28
H  -5.62415  3.09810  6.37776  0.34
H  -4.75866  3.70363  7.75176  0.27
C  3.56042  -5.36837  -4.20895  -0.73
C  3.75971  -4.83617  -2.78842  -0.43
C  4.63688  -5.98428  -2.28269  -0.42
O  5.45886  -6.31004  -3.43553  -0.40
C  4.88507  -5.88422  -4.64044  -0.32
H  3.15209  -4.61087  -4.87795  0.36
H  2.80816  -6.15647  -4.24236  0.29
H  2.79567  -4.69761  -2.29901  0.30
H  4.29071  -3.88879  -2.88120  0.24
H  4.02253  -6.85580  -2.05659  0.26
H  5.16975  -5.74476  -1.36249  0.31
H  4.70794  -6.73203  -5.30220  0.26
H  5.39484  -4.99982  -5.02264  0.30
C  3.87345  2.93600  -4.40946  -0.36
C  4.61397  1.62143  -4.24617  -0.48
C  4.83990  1.51790  -2.75670  -0.39
O  4.90783  2.81869  -2.27627  -0.42
C  4.00959  3.64512  -3.06169  -0.42
H  2.84112  2.85882  -4.75069  0.29
H  4.40899  3.44096  -5.21339  0.18
H  5.53035  1.52413  -4.82830  0.30
H  3.98500  0.78838  -4.56005  0.23
H  5.72048  0.95543  -2.44635  0.34
H  4.03449  0.94135  -2.30174  0.22
H  4.50834  4.60119  -3.22076  0.23
H  3.08756  3.81362  -2.50530  0.29


Below is C4H9NO as an isolated structure, with properties calculated with ωB97M-V/def2-TZVPD.

The value obtained for the HOMO-LUMO gap is 10.232 eV. As for the multiplicity: 1. As for the energy above the lowest of the compared OMol25 structures with the same formula, charge and spin: 2.263 eV. The value obtained for the total energy is -287.7493 a.u.

Last column: natural (NBO) charge in e.
Geometry (Å):
C  -1.25874  -1.23173  0.53161  -0.53
C  1.52556  0.03985  0.70177  -0.64
C  -0.32902  0.45537  -1.03964  0.63
N  -0.24144  1.80288  -0.86275  -0.82
C  0.37815  -0.46290  -0.14790  -0.27
O  -1.32200  0.00478  -1.64210  -0.65
H  -0.84648  2.38574  -1.41638  0.41
H  0.50026  2.24202  -0.36699  0.39
H  0.65206  -1.35280  -0.70927  0.23
H  -1.21328  -2.20559  0.05450  0.21
H  -1.07046  -1.28991  1.60355  0.18
H  -2.27295  -0.85069  0.51959  0.22
H  1.85983  -0.76126  1.37306  0.23
H  1.24292  0.89209  1.30888  0.21
H  2.39560  0.33214  0.09208  0.22


Below is a 2-piece molecular cluster, CH4ClNOS overall, with properties calculated with ωB97M-V/def2-TZVPD.

The value obtained for the HOMO-LUMO gap is 10.349 eV. As for the multiplicity: 1. As for the energy above the lowest of the compared OMol25 structures with the same formula, charge and spin: 0.988 eV. The value obtained for the total energy is -1028.8305 a.u.

Last column: natural (NBO) charge in e.
Geometry (Å):
C  0.52295  1.34319  1.14045  -0.57
N  -1.25936  -1.78960  -0.44792  -0.97
O  0.01887  -1.30478  -2.77903  -0.84
S  -0.72014  -0.89215  -1.58940  1.44
Cl  1.81746  1.13803  -0.08112  -0.08
H  -0.14662  0.51236  1.02730  0.22
H  -0.01953  2.30850  0.95660  0.22
H  -1.11379  -2.74876  -0.36476  0.38
H  0.90015  1.43320  2.13788  0.22


Below is C8H11INO2 as an isolated structure, with properties calculated with ωB97M-V/def2-TZVPD.

The value obtained for the HOMO-LUMO gap is 7.267 eV. As for the multiplicity: 1. As for the energy above the lowest of the compared OMol25 structures with the same formula, charge and spin: 1.637 eV. As for the total charge: -1. The value obtained for the total energy is -814.3405 a.u.

Last column: natural (NBO) charge in e.
Geometry (Å):
C  0.28346  -0.46298  0.23748  0.14
C  -0.40906  -0.11878  -0.85122  -0.21
C  0.83218  -1.85172  0.43429  0.50
C  -0.44753  -0.79463  -2.09040  0.42
C  -0.23680  -0.17341  2.57710  -0.60
C  0.10441  2.21715  -1.65154  -0.61
C  0.73294  0.36875  1.49909  -0.46
C  -0.97830  1.29137  -0.93794  -0.42
N  -0.11931  -2.65713  0.07841  -0.76
O  -0.94417  -0.40343  -3.12533  -0.60
O  1.95797  -2.12713  0.85045  -0.74
I  0.16559  -4.57396  0.72226  0.10
H  0.21709  -1.67432  -2.19798  0.13
H  0.14570  -1.18286  2.95061  0.23
H  -1.15450  -0.30494  2.17470  0.20
H  -0.45102  0.55379  3.30189  0.19
H  -0.22024  3.20964  -1.55160  0.19
H  0.37322  2.13152  -2.76742  0.22
H  1.03032  2.16850  -1.01017  0.19
H  1.65063  -0.04576  1.73398  0.25
H  0.58578  1.34948  1.20793  0.20
H  -1.77116  1.33773  -1.61906  0.22
H  -1.34722  1.74312  0.03445  0.20


no.,strongest force on any atom (eV/Å)
1,2.44
2,3.75
3,3.97
4,5.19